1.
The following is a DFT calculation (ωB97M-V/def2-TZVPD) of a 12-piece molecular cluster, C36H48N12 overall at a distorted geometry.

The total energy is -2057.50536 a.u. The value obtained for the HOMO-LUMO gap is 8.455 eV. The SMILES is c1cc[nH]c1.c1cc[nH]c1.c1cc[nH]c1.c1cc[nH]c1.c1cc[nH]c1.c1cc[nH]c1.CC#N.CC#N.CC#N.CC#N.CC#N.CC#N. For the HOMO energy, the calculation gives -7.9 eV. For the largest force on an atom, the calculation gives 2.56 eV Å⁻¹.

Element x y z (Å)
C: -2.144 3.528 -3.632
C: -1.472 3.810 -2.390
C: -0.127 3.882 -2.708
N: 0.036 3.857 -4.080
C: -1.186 3.625 -4.648
H: -3.144 3.145 -3.757
H: -1.908 4.057 -1.438
H: 0.734 4.199 -2.138
H: 0.920 3.867 -4.557
H: -1.235 3.537 -5.722
C: 0.538 -0.847 -0.655
C: -0.248 -1.495 0.329
C: -1.167 -0.491 0.646
N: -0.916 0.699 0.032
C: 0.250 0.483 -0.680
H: 1.407 -1.246 -1.157
H: -0.190 -2.489 0.733
H: -2.082 -0.585 1.214
H: -1.295 1.618 0.199
H: 0.703 1.246 -1.295
C: 2.469 0.027 -5.075
C: 3.857 0.101 -4.967
C: 4.158 0.985 -3.950
N: 2.946 1.382 -3.399
C: 1.918 0.803 -4.098
H: 1.970 -0.539 -5.847
H: 4.601 -0.359 -5.598
H: 5.101 1.290 -3.528
H: 2.824 1.872 -2.525
H: 0.927 1.157 -3.859
C: -3.543 -2.895 5.947
C: -2.298 -3.516 5.714
C: -1.945 -3.150 4.449
N: -2.895 -2.369 3.861
C: -3.891 -2.260 4.792
H: -4.059 -2.986 6.890
H: -1.791 -4.034 6.512
H: -0.999 -3.266 3.938
H: -3.011 -2.024 2.921
H: -4.820 -1.870 4.400
C: 3.969 2.100 -0.227
C: 2.975 3.090 -0.404
C: 3.597 4.103 -1.074
N: 4.919 3.760 -1.300
C: 5.139 2.488 -0.886
H: 3.799 1.177 0.305
H: 1.960 3.054 -0.042
H: 3.256 5.056 -1.448
H: 5.611 4.329 -1.756
H: 6.120 2.058 -1.003
C: 1.394 -6.080 -0.840
C: 0.630 -6.460 0.277
C: 0.645 -5.461 1.210
N: 1.548 -4.494 0.745
C: 1.921 -4.834 -0.552
H: 1.601 -6.616 -1.752
H: 0.205 -7.430 0.490
H: 0.252 -5.382 2.210
H: 1.813 -3.687 1.288
H: 2.647 -4.319 -1.160
C: -6.333 -2.760 1.167
C: -5.304 -1.769 1.501
N: -4.464 -1.022 1.781
H: -6.231 -3.518 1.944
H: -6.154 -3.093 0.147
H: -7.328 -2.334 1.291
C: -3.150 1.885 2.838
C: -3.510 2.460 1.555
N: -3.720 2.956 0.546
H: -2.301 2.430 3.262
H: -2.764 0.868 2.827
H: -3.960 2.028 3.551
C: 4.137 -1.077 -1.037
C: 3.872 -1.592 0.333
N: 3.620 -1.990 1.393
H: 3.247 -0.506 -1.289
H: 4.188 -2.000 -1.616
H: 5.062 -0.515 -1.119
C: -2.251 -4.655 -1.036
C: -3.147 -3.552 -1.363
N: -3.837 -2.645 -1.575
H: -1.442 -4.502 -0.324
H: -1.785 -4.689 -2.027
H: -2.769 -5.574 -0.769
C: -1.413 5.976 1.214
C: -0.840 4.670 0.981
N: -0.411 3.647 0.682
H: -1.764 6.367 0.258
H: -0.600 6.607 1.571
H: -2.305 5.892 1.831
C: 1.719 1.621 2.735
C: 1.812 3.071 2.868
N: 1.939 4.223 2.911
H: 2.775 1.353 2.655
H: 1.129 1.514 1.821
H: 1.290 1.023 3.534

2.
The following is a DFT calculation (ωB97M-V/def2-TZVPD) of C9H15ClINO2PPdS as an isolated structure at a distorted geometry.

The total energy is -2181.10577 a.u. Its net charge is +3. The value obtained for the HOMO-LUMO gap (alpha / beta) is 7.434 / 3.359 eV. For the HOMO energy (alpha / beta), the calculation gives -19.2 / -18.7 eV. The expectation value of S² is 6.021. The spin multiplicity is 5. The calculation puts the relative energy (zero: lowest compared OMol25 entry of this formula, charge and spin) at 27.1 kcal per mole. For the largest force on an atom, the calculation gives 5.80 eV Å⁻¹.

Element x y z (Å)
C: 0.548 -2.745 -0.740
C: 1.859 -2.374 -1.184
H: 0.191 -3.697 -1.144
H: -0.231 -1.976 -0.882
H: 0.639 -2.838 0.359
O: 2.756 -1.826 -1.671
I: 3.691 0.597 -0.305
Pd: -1.448 1.098 0.202
P: -0.214 0.797 -2.037
C: 1.309 1.049 -3.051
C: -0.969 -0.257 -3.323
H: -2.032 2.350 -2.109
H: -0.883 2.534 -3.521
H: -0.420 3.129 -1.882
C: -0.988 2.384 -2.444
H: -1.973 -0.548 -3.008
H: -0.997 0.334 -4.252
H: 1.015 1.241 -4.100
H: 1.944 0.160 -3.004
H: -0.332 -1.138 -3.471
H: 1.861 1.898 -2.653
C: 1.182 0.339 0.259
O: 1.234 -0.702 0.791
Cl: -3.190 -0.217 -0.425
S: -1.338 -2.136 3.877
C: 0.076 -1.168 4.222
C: 0.296 -0.256 3.208
N: -0.767 -0.175 2.309
C: -1.610 -1.177 2.466
H: 0.660 -1.264 5.124
H: 1.164 0.401 3.087
H: -2.461 -1.366 1.807

3.
The following is a DFT calculation (ωB97M-V/def2-TZVPD) of a 4-piece molecular cluster, C16H26BrNO5S overall at a distorted geometry.

The total energy is -4028.22117 a.u. The value obtained for the HOMO-LUMO gap is 8.326 eV. The SMILES is O=C1C=C(CCCBr)C(=O)C(N=C=S)=C1.CCO.CCO.CCO. For the HOMO energy, the calculation gives -10.0 eV. For the largest force on an atom, the calculation gives 5.87 eV Å⁻¹.

Element x y z (Å)
O: 2.800 3.770 4.139
C: 2.004 3.312 3.289
C: 2.380 3.171 1.735
C: 1.394 3.005 0.718
C: 1.828 2.894 -0.831
C: 1.012 1.772 -1.634
C: 1.511 0.269 -1.282
Br: 1.712 -0.697 -3.044
C: -0.113 2.982 1.195
O: -1.103 3.231 0.459
C: -0.399 2.643 2.718
N: -1.772 2.108 3.044
C: -1.708 0.797 2.982
S: -1.283 -0.825 2.876
C: 0.555 2.792 3.753
H: 3.484 3.224 1.427
H: 2.926 2.542 -0.799
H: 1.759 3.896 -1.361
H: -0.118 1.851 -1.463
H: 1.237 1.954 -2.748
H: 2.532 0.244 -0.783
H: 0.733 -0.315 -0.691
H: 0.333 2.549 4.845
C: -1.446 0.415 8.574
C: -0.289 1.200 7.990
O: 0.012 0.732 6.680
H: -1.205 -0.650 8.614
H: -1.684 0.761 9.583
H: -2.338 0.516 7.949
H: 0.604 1.079 8.605
H: -0.529 2.267 7.937
H: -0.775 0.847 6.131
C: -1.711 -4.411 -3.731
C: -1.045 -3.255 -3.013
O: -0.744 -3.619 -1.669
H: -2.632 -4.702 -3.218
H: -1.952 -4.143 -4.762
H: -1.059 -5.289 -3.740
H: -1.707 -2.387 -2.987
H: -0.117 -2.966 -3.514
H: -0.152 -4.381 -1.700
C: -0.976 -1.505 -7.004
C: 0.324 -2.223 -6.703
O: 0.104 -3.627 -6.622
H: -1.718 -1.714 -6.229
H: -0.822 -0.425 -7.063
H: -1.399 -1.852 -7.952
H: 0.732 -1.890 -5.747
H: 1.069 -2.028 -7.482
H: -0.247 -3.917 -7.473

4.
The following is a DFT calculation (ωB97M-V/def2-TZVPD) of a 2-piece molecular cluster, C5H8O2 overall.

The total energy is -345.66923 a.u. The value obtained for the HOMO-LUMO gap is 9.649 eV. The SMILES is CC1=C[C@H]1O.C=O. For the HOMO energy, the calculation gives -9.1 eV. The calculation puts the relative energy (zero: lowest compared OMol25 entry of this formula, charge and spin) at 85.2 kcal per mole. For the largest force on an atom, the calculation gives 0.70 eV Å⁻¹.

Element x y z (Å)
C: 0.292 -1.877 -0.158
C: -0.559 -0.674 -0.301
C: -1.733 -0.129 -0.149
C: -0.855 0.519 -1.143
O: -0.296 1.803 -0.972
H: -0.091 -2.582 0.588
H: 0.273 -2.371 -1.136
H: 1.339 -1.650 0.070
H: -2.731 -0.219 0.251
H: -1.033 0.383 -2.211
H: -0.370 2.000 -0.025
C: 1.458 1.200 1.291
O: 0.312 1.259 1.672
H: 1.753 1.582 0.297
H: 2.242 0.755 1.926

5.
The following is a DFT calculation (ωB97M-V/def2-TZVPD) of a 6-piece molecular cluster, C50H60NO5P overall at a distorted geometry.

The total energy is -2713.55289 a.u. The value obtained for the HOMO-LUMO gap is 8.299 eV. The SMILES is CCCOCc1c(CCCO)cc2c(c1CC(C)C)C(=O)N(P(C)O)C2=O.c1ccccc1.c1ccccc1.c1ccccc1.c1ccccc1.c1ccccc1. For the HOMO energy, the calculation gives -8.7 eV. For the largest force on an atom, the calculation gives 3.05 eV Å⁻¹.

Element x y z (Å)
C: 5.858 0.964 2.159
C: 6.573 2.098 1.403
C: 6.360 2.122 -0.134
O: 5.685 0.953 -0.637
C: 5.418 1.168 -2.015
C: 3.965 1.260 -2.466
C: 3.754 1.095 -3.841
C: 4.911 0.792 -4.780
C: 4.994 -0.774 -4.938
C: 6.341 -1.379 -4.494
O: 6.085 -2.281 -3.391
C: 2.507 1.194 -4.404
C: 1.425 1.469 -3.627
C: 1.601 1.608 -2.263
C: 2.838 1.508 -1.679
C: 2.914 1.669 -0.171
C: 2.933 0.252 0.512
C: 2.470 -0.892 -0.430
C: 2.011 0.194 1.756
C: 0.249 1.900 -1.645
O: -0.083 2.130 -0.501
N: -0.650 1.880 -2.735
P: -2.156 1.034 -2.419
C: -1.778 -0.437 -1.353
O: -3.112 1.998 -1.460
C: -0.034 1.666 -3.999
O: -0.568 1.674 -5.081
H: 6.382 0.832 3.114
H: 5.856 0.008 1.639
H: 4.847 1.277 2.436
H: 6.201 3.055 1.783
H: 7.645 2.047 1.607
H: 7.338 2.244 -0.615
H: 5.709 2.971 -0.387
H: 5.958 2.054 -2.379
H: 5.864 0.327 -2.559
H: 5.858 1.192 -4.422
H: 4.729 1.203 -5.776
H: 4.771 -1.072 -5.965
H: 4.239 -1.224 -4.288
H: 6.781 -2.005 -5.278
H: 7.056 -0.631 -4.138
H: 6.705 -2.097 -2.681
H: 2.377 1.091 -5.478
H: 2.014 2.188 0.163
H: 3.774 2.258 0.148
H: 3.932 -0.037 0.825
H: 3.227 -1.164 -1.170
H: 1.480 -0.715 -0.860
H: 2.364 -1.773 0.220
H: 2.110 1.111 2.341
H: 2.286 -0.694 2.335
H: 0.985 0.029 1.407
H: -1.976 -1.353 -1.910
H: -0.766 -0.431 -0.934
H: -2.469 -0.421 -0.499
H: -2.798 1.815 -0.560
C: 8.072 5.407 5.965
C: 7.225 5.715 4.909
C: 6.224 4.827 4.540
C: 6.071 3.629 5.225
C: 6.923 3.318 6.276
C: 7.922 4.207 6.647
H: 8.849 6.102 6.256
H: 7.346 6.648 4.373
H: 5.561 5.069 3.718
H: 5.288 2.938 4.940
H: 6.808 2.381 6.807
H: 8.585 3.965 7.468
C: 0.873 -4.152 -1.287
C: 0.001 -3.650 -0.331
C: -0.883 -4.500 0.320
C: -0.898 -5.854 0.010
C: -0.033 -6.354 -0.953
C: 0.854 -5.504 -1.601
H: 1.567 -3.488 -1.789
H: 0.012 -2.594 -0.090
H: -1.560 -4.108 1.068
H: -1.586 -6.518 0.519
H: -0.048 -7.408 -1.199
H: 1.531 -5.895 -2.350
C: -4.873 -5.918 4.657
C: -4.452 -4.735 4.066
C: -3.158 -4.628 3.573
C: -2.285 -5.703 3.674
C: -2.705 -6.883 4.274
C: -3.999 -6.991 4.764
H: -5.884 -6.003 5.036
H: -5.132 -3.896 3.989
H: -2.831 -3.706 3.109
H: -1.277 -5.621 3.287
H: -2.022 -7.719 4.358
H: -4.327 -7.912 5.229
C: -7.365 2.652 -0.209
C: -8.339 2.188 0.666
C: -7.996 1.316 1.690
C: -6.679 0.904 1.837
C: -5.707 1.360 0.956
C: -6.048 2.235 -0.066
H: -7.632 3.337 -1.004
H: -9.368 2.508 0.551
H: -8.755 0.958 2.374
H: -6.410 0.225 2.637
H: -4.680 1.033 1.069
H: -5.290 2.591 -0.749
C: -10.943 2.463 -2.345
C: -10.359 1.235 -2.628
C: -11.121 0.214 -3.178
C: -12.469 0.418 -3.441
C: -13.055 1.642 -3.150
C: -12.292 2.665 -2.604
H: -10.347 3.263 -1.922
H: -9.308 1.075 -2.420
H: -10.665 -0.742 -3.401
H: -13.063 -0.377 -3.872
H: -14.107 1.800 -3.350
H: -12.749 3.621 -2.379

6.
The following is a DFT calculation (ωB97M-V/def2-TZVPD) of a 2-piece molecular cluster, C3H5Cl overall at a distorted geometry.

The total energy is -577.33446 a.u. The value obtained for the HOMO-LUMO gap is 9.397 eV. For the HOMO energy, the calculation gives -9.5 eV. The calculation puts the relative energy (zero: lowest compared OMol25 entry of this formula, charge and spin) at 87.1 kcal per mole. For the largest force on an atom, the calculation gives 4.02 eV Å⁻¹.

Element x y z (Å)
C: 0.115 0.223 0.096
C: -0.831 1.143 -0.071
C: 0.370 -1.157 -0.258
Cl: -0.789 2.710 0.632
H: 1.574 0.692 1.219
H: -1.704 1.129 -0.767
H: 0.725 -1.609 0.781
H: -0.553 -1.642 -0.655
H: 1.093 -1.488 -0.977

7.
The following is a DFT calculation (ωB97M-V/def2-TZVPD) of C43H31F3MnN9O2S4 as an isolated structure at a distorted geometry.

The total energy is -5343.65126 a.u. Its net charge is +1. The value obtained for the HOMO-LUMO gap (alpha / beta) is 7.122 / 5.919 eV. For the HOMO energy (alpha / beta), the calculation gives -10.4 / -10.8 eV. The expectation value of S² is 3.848. The spin multiplicity is 4. The calculation puts the relative energy (zero: lowest compared OMol25 entry of this formula, charge and spin) at 49.6 kcal per mole. For the largest force on an atom, the calculation gives 1.63 eV Å⁻¹.

Element x y z (Å)
Mn: -0.302 -0.106 -0.500
O: -0.078 0.481 6.383
C: -0.200 0.410 5.207
S: -0.389 -1.114 4.308
C: -0.551 -0.403 2.719
C: -0.473 0.975 2.633
S: -0.654 1.849 1.193
S: -0.202 1.834 4.136
S: -0.832 -1.446 1.401
C: 3.933 1.744 2.531
N: 3.127 0.877 1.698
C: 2.252 1.163 0.730
N: 1.676 0.042 0.298
C: 2.285 -0.924 1.040
N: 3.153 -0.443 1.883
C: 5.309 1.988 1.955
C: 6.471 1.742 2.673
C: 7.709 2.002 2.106
C: 7.813 2.501 0.819
C: 6.654 2.743 0.101
C: 5.411 2.493 0.671
C: 6.600 3.184 -1.292
N: 6.632 4.367 -1.808
N: 6.230 4.254 -3.089
C: 5.985 3.005 -3.303
O: 6.208 2.255 -2.197
C: 5.260 2.333 -4.377
C: 5.776 1.256 -5.083
C: 4.939 0.528 -5.912
C: 3.595 0.846 -6.010
C: 3.085 1.937 -5.317
C: 1.621 2.282 -5.353
N: 0.897 1.589 -4.307
C: 1.127 1.487 -2.993
N: 0.161 0.769 -2.426
C: -0.642 0.445 -3.481
N: -0.212 0.927 -4.609
C: 3.925 2.689 -4.512
H: 4.021 1.256 3.504
H: 3.402 2.693 2.643
H: 2.041 2.149 0.359
H: 2.075 -1.971 0.945
H: 6.415 1.354 3.677
H: 8.606 1.814 2.673
H: 8.775 2.689 0.370
H: 4.522 2.716 0.097
H: 6.816 0.990 -4.980
H: 5.331 -0.309 -6.466
H: 2.942 0.251 -6.631
H: 1.149 1.976 -6.289
H: 1.483 3.360 -5.227
H: 1.980 1.899 -2.490
H: -1.528 -0.154 -3.425
H: 3.556 3.546 -3.965
C: 2.685 -5.161 -4.531
C: 1.367 -4.744 -4.628
C: 0.891 -3.732 -3.818
C: 1.733 -3.106 -2.897
C: 3.065 -3.523 -2.817
C: 3.528 -4.551 -3.614
C: 1.289 -2.000 -2.051
C: 0.081 -1.859 -1.474
C: -0.892 -2.963 -1.493
C: -2.006 -2.978 -2.340
C: -2.874 -4.054 -2.352
C: -2.668 -5.128 -1.499
C: -1.568 -5.130 -0.656
C: -0.685 -4.066 -0.658
H: 3.051 -5.951 -5.168
H: 0.703 -5.210 -5.337
H: -0.127 -3.395 -3.921
H: 3.730 -3.047 -2.109
H: 4.552 -4.879 -3.523
H: 2.059 -1.244 -1.897
H: -2.175 -2.160 -3.029
H: -3.716 -4.048 -3.030
H: -3.354 -5.960 -1.503
H: -1.399 -5.971 -0.001
H: 0.181 -4.074 -0.014
F: -6.482 2.589 -1.993
C: -6.356 1.354 -1.502
F: -7.006 0.524 -2.327
F: -7.009 1.331 -0.333
C: -4.910 0.950 -1.317
C: -3.886 1.882 -1.419
C: -2.587 1.456 -1.223
N: -2.253 0.195 -0.911
C: -3.250 -0.686 -0.785
C: -4.580 -0.361 -0.996
H: -4.098 2.914 -1.654
H: -1.786 2.181 -1.309
H: -2.984 -1.698 -0.506
H: -5.338 -1.122 -0.899

8.
The following is a DFT calculation (ωB97M-V/def2-TZVPD) of an isolated ion of composition C3H6N and charge +1 at a distorted geometry.

The total energy is -172.35352 a.u. Its net charge is +1. The value obtained for the HOMO-LUMO gap is 13.936 eV. The SMILES is CC#[N+]C. For the HOMO energy, the calculation gives -17.9 eV. The calculation puts the relative energy (zero: lowest compared OMol25 entry of this formula, charge and spin) at 3.2 kcal per mole. For the largest force on an atom, the calculation gives 3.46 eV Å⁻¹.

Element x y z (Å)
C: 2.053 -0.011 0.016
C: 0.546 0.014 0.052
N: -0.608 0.003 0.042
C: -2.006 0.020 0.029
H: 2.347 -0.701 -0.817
H: 2.200 1.045 -0.192
H: 2.601 -0.363 0.991
H: -2.263 0.642 -0.802
H: -2.301 -0.919 -0.232
H: -2.568 0.271 0.914